Entry 1:
{"formula": "C61H139N9O9", "method": "the ωB97M-V functional and the def2-TZVPD basis", "species": ["C", "C", "C", "O", "C", "N", "H", "H", "H", "H", "H", "H", "H", "H", "H", "H", "H", "C", "C", "C", "O", "C", "N", "H", "H", "H", "H", "H", "H", "H", "H", "H", "H", "H", "C", "C", "C", "O", "C", "N", "H", "H", "H", "H", "H", "H", "H", "H", "H", "H", "H", "C", "C", "C", "O", "C", "N", "H", "H", "H", "H", "H", "H", "H", "H", "H", "H", "H", "C", "C", "C", "C", "C", "C", "N", "O", "C", "C", "C", "H", "H", "H", "H", "H", "H", "H", "H", "H", "H", "H", "H", "H", "H", "H", "H", "H", "H", "H", "C", "C", "C", "C", "C", "C", "N", "O", "C", "C", "C", "H", "H", "H", "H", "H", "H", "H", "H", "H", "H", "H", "H", "H", "H", "H", "H", "H", "H", "H", "C", "C", "C", "C", "C", "C", "N", "O", "C", "C", "C", "H", "H", "H", "H", "H", "H", "H", "H", "H", "H", "H", "H", "H", "H", "H", "H", "H", "H", "H", "C", "C", "C", "C", "C", "C", "N", "O", "C", "C", "C", "H", "H", "H", "H", "H", "H", "H", "H", "H", "H", "H", "H", "H", "H", "H", "H", "H", "H", "H", "C", "C", "C", "C", "C", "C", "N", "O", "C", "C", "C", "H", "H", "H", "H", "H", "H", "H", "H", "H", "H", "H", "H", "H", "H", "H", "H", "H", "H", "H"], "positions_angstrom": [[4.6113, -5.7467, -0.6770], [3.2149, -5.3280, -1.2459], [2.7263, -3.9493, -0.5860], [2.6205, -4.0646, 0.8640], [3.7232, -3.5764, 1.5493], [3.2806, -5.0235, -2.7048], [4.4608, -5.6272, 0.3852], [5.4567, -5.2065, -1.1597], [4.8680, -6.8350, -0.8343], [2.5521, -6.1671, -1.1107], [1.7807, -3.6331, -0.8992], [3.5144, -3.2148, -0.8053], [3.4967, -2.6263, 2.0228], [4.6549, -3.4901, 0.9556], [3.9009, -4.3007, 2.3756], [3.7495, -5.7977, -3.1177], [2.3447, -4.9161, -3.0535], [-6.8505, -1.2896, -2.7602], [-5.3404, -1.6835, -2.8158], [-4.4617, -0.8174, -3.7911], [-4.9045, -0.9453, -5.0642], [-4.8664, 0.2893, -5.7594], [-4.8145, -1.6855, -1.4602], [-7.0482, -0.3370, -2.2731], [-7.3785, -2.0808, -2.2563], [-7.3354, -1.3565, -3.7240], [-5.2494, -2.7467, -3.1842], [-3.3852, -1.1108, -3.6612], [-4.5234, 0.1393, -3.3325], [-5.2938, 1.1007, -5.1054], [-5.4187, -0.0059, -6.6197], [-3.8119, 0.6030, -6.0008], [-4.9720, -0.7540, -0.9951], [-3.7630, -1.6931, -1.5670], [-2.1957, 1.8017, -1.0027], [-1.0916, 0.9552, -1.5099], [0.1087, 1.1902, -0.6201], [0.0591, 0.4756, 0.6752], [1.3454, 0.4304, 1.3268], [-1.3801, -0.4553, -1.6612], [-2.4121, 1.5887, 0.0110], [-3.0727, 1.6605, -1.6306], [-1.9572, 2.8402, -1.2323], [-0.7983, 1.2914, -2.5276], [0.1749, 2.2868, -0.4184], [0.9700, 0.8755, -1.2044], [2.0456, -0.1634, 0.7231], [1.1854, 0.0083, 2.3738], [1.8063, 1.4227, 1.3516], [-0.5605, -0.9699, -1.9116], [-1.6995, -0.8397, -0.7350], [3.7668, 0.5338, -2.6163], [3.3853, -0.9310, -2.5894], [2.4092, -1.3637, -3.6357], [1.2545, -0.5052, -3.4434], [0.2590, -0.6545, -4.4022], [4.5669, -1.8261, -2.5196], [4.5197, 0.6966, -3.3897], [4.1874, 0.8493, -1.6562], [2.8387, 1.0610, -2.8143], [2.7965, -1.1620, -1.6642], [2.0335, -2.4607, -3.5256], [2.8714, -1.1920, -4.6318], [0.5626, -0.3337, -5.4460], [-0.6145, 0.0257, -4.1802], [-0.0254, -1.6883, -4.4729], [4.2955, -2.7947, -2.7145], [5.2389, -1.6058, -3.2108], [-1.6556, -6.4052, -5.5216], [-1.6683, -4.9383, -4.9651], [-3.0848, -4.4078, -4.8452], [-3.8090, -5.1028, -3.6692], [-3.0987, -4.6923, -2.3545], [-1.6484, -5.1624, -2.3199], [-1.0008, -4.7036, -3.6117], [0.3684, -5.1042, -3.6728], [-0.9950, -4.4301, -1.1718], [-1.4994, -6.6222, -2.0635], [-0.8120, -4.0698, -5.8734], [-2.0502, -6.5129, -6.5061], [-2.1615, -7.1315, -4.8956], [-0.6088, -6.7715, -5.5688], [-3.0871, -3.3713, -4.4608], [-3.5573, -4.3536, -5.8325], [-3.7945, -6.1334, -3.8462], [-4.8135, -4.7743, -3.6054], [-3.5680, -5.1108, -1.4243], [-3.2236, -3.5747, -2.2778], [-0.9665, -3.3701, -1.4398], [-1.5726, -4.5109, -0.2195], [0.0175, -4.7276, -1.0412], [-1.7522, -7.2946, -2.9046], [-0.4948, -6.9648, -1.7567], [-2.1667, -6.8776, -1.2147], [0.1290, -4.4485, -6.2229], [-0.6436, -3.1062, -5.3654], [-1.3986, -3.8999, -6.7848], [0.3195, -6.0587, -3.7157], [1.5865, 4.9000, -8.0590], [1.2877, 4.9201, -6.5057], [1.3168, 6.3996, -6.1575], [0.8326, 6.6250, -4.6720], [-0.5112, 5.9891, -4.4637], [-0.5331, 4.4793, -4.7984], [-0.0901, 4.4102, -6.1945], [-0.0145, 2.9362, -6.5910], [0.2043, 3.6754, -3.7481], [-1.9407, 4.0009, -4.7579], [2.4896, 4.0797, -5.9496], [0.7640, 5.3638, -8.7123], [1.8315, 3.9083, -8.4125], [2.4270, 5.5697, -8.3674], [2.2931, 6.8182, -6.2726], [0.5828, 6.8972, -6.8067], [0.8428, 7.6992, -4.5585], [1.6954, 6.2679, -4.0398], [-1.1432, 6.4918, -5.1528], [-0.9023, 6.0565, -3.4183], [0.3620, 2.6354, -4.1289], [1.1377, 4.1003, -3.4747], [-0.4227, 3.5743, -2.8872], [-2.0954, 2.9556, -4.8902], [-2.4158, 4.0659, -3.7557], [-2.7039, 4.5524, -5.2990], [2.4188, 4.0430, -4.8434], [3.4719, 4.4658, -6.2008], [2.2983, 3.0584, -6.2668], [-0.5968, 2.8323, -7.3106], [-4.2322, 1.9053, 2.6463], [-3.4741, 0.9188, 3.5855], [-4.1563, 0.9025, 4.9392], [-3.6913, -0.2958, 5.7269], [-3.9727, -1.6031, 5.0139], [-3.3722, -1.6369, 3.6163], [-3.5758, -0.4014, 2.9149], [-3.0102, -0.3726, 1.6425], [-1.9043, -2.1000, 3.6894], [-4.1787, -2.7180, 2.9209], [-1.9582, 1.4017, 3.7517], [-3.8690, 1.8293, 1.6105], [-4.1295, 2.9677, 2.8834], [-5.2604, 1.5634, 2.6128], [-3.9400, 1.8684, 5.4248], [-5.3020, 0.8139, 4.8984], [-4.1881, -0.2589, 6.7794], [-2.5839, -0.2008, 5.9330], [-4.9989, -1.8371, 5.1073], [-3.5589, -2.4839, 5.5661], [-1.4177, -2.3174, 2.7578], [-1.2442, -1.3614, 4.2083], [-1.8450, -3.0674, 4.2179], [-5.2224, -2.3883, 2.8830], [-3.7929, -2.8587, 1.8922], [-4.1213, -3.6532, 3.4289], [-1.4930, 0.8024, 4.5467], [-1.9539, 2.4706, 3.9951], [-1.3285, 1.2777, 2.8490], [-2.0887, -0.2670, 1.6957], [3.6322, 5.8260, 0.6315], [3.3566, 4.2990, 0.7329], [4.5837, 3.6296, 1.3063], [4.7330, 3.6941, 2.8349], [3.3846, 3.3487, 3.5124], [2.2826, 4.2343, 3.0368], [2.1752, 4.0487, 1.6109], [1.0163, 4.6253, 1.1312], [0.9155, 3.6356, 3.6012], [2.4165, 5.7201, 3.5821], [3.0906, 3.8146, -0.6549], [4.3462, 6.0281, -0.1885], [4.0004, 6.3235, 1.5819], [2.7766, 6.3931, 0.2539], [4.5429, 2.6174, 0.9425], [5.5394, 4.0607, 0.8882], [5.0153, 4.6622, 3.0408], [5.5049, 3.0017, 3.1574], [3.4659, 3.5149, 4.5946], [3.2040, 2.2762, 3.4473], [0.1058, 4.3779, 3.5011], [0.6458, 2.7126, 3.1007], [1.1107, 3.4452, 4.7088], [1.7903, 6.4148, 2.9627], [2.1489, 5.7383, 4.6274], [3.4568, 6.0237, 3.5139], [3.9529, 4.0438, -1.2981], [2.1917, 4.4129, -0.9468], [2.8278, 2.7548, -0.7247], [1.1138, 5.5884, 1.1739], [1.2708, 1.1574, 9.0464], [1.6216, -0.3343, 9.0808], [0.3102, -1.0591, 9.3627], [-0.5023, -1.1711, 8.0586], [0.3084, -1.7523, 6.8800], [1.5390, -0.9094, 6.6295], [2.3517, -0.7578, 7.8940], [3.4990, 0.1233, 7.7278], [2.3780, -1.5981, 5.5402], [1.1328, 0.4439, 5.9930], [2.5666, -0.6108, 10.2617], [0.4150, 1.4438, 8.4950], [2.1955, 1.7499, 8.8905], [1.0382, 1.4286, 10.0948], [0.5189, -2.1170, 9.7366], [-0.2433, -0.5415, 10.1086], [-1.0176, -0.2183, 7.7861], [-1.3284, -1.8346, 8.3010], [-0.2741, -1.7966, 5.9840], [0.7648, -2.7253, 7.0234], [2.7850, -2.5766, 5.8881], [1.6303, -1.8490, 4.7149], [3.1781, -0.9188, 5.2107], [2.0149, 0.9826, 5.7227], [0.5776, 0.3492, 5.0776], [0.6112, 1.0466, 6.7596], [2.1569, -0.2514, 11.1880], [3.4721, -0.0013, 10.1613], [2.8136, -1.6579, 10.3044], [4.1647, -0.5203, 7.8421]], "forces_ev_per_angstrom": [[-0.588, -0.801, -1.112], [0.760, 1.675, -0.595], [2.326, -2.053, 1.627], [-0.407, -0.227, -1.791], [0.830, -0.588, 1.307], [0.557, 0.474, 1.483], [0.805, 0.145, 0.358], [-0.672, 0.173, 0.765], [-0.636, 0.938, -0.029], [-0.676, -0.092, 0.651], [-1.362, 0.383, -0.934], [-0.406, -0.086, -0.173], [0.023, 0.445, -0.030], [-0.549, -0.008, 0.161], [0.226, 0.471, -0.340], [0.137, -0.530, -0.837], [-0.323, -0.160, -0.401], [0.913, -0.890, -0.554], [-0.280, -0.532, -0.807], [0.451, -2.170, 2.958], [-0.207, 0.636, -0.927], [0.878, 0.031, 0.941], [1.766, 1.328, 0.500], [0.133, 0.092, -0.036], [-0.064, -0.205, 0.874], [0.221, 0.583, -0.611], [-0.368, 0.941, 0.238], [-0.608, 0.020, -0.173], [-0.148, 1.628, -0.168], [-0.029, -0.637, -0.948], [-0.466, 0.934, -1.058], [-0.805, -0.346, 0.022], [0.002, -1.156, -0.613], [-1.314, -0.080, 0.432], [-1.100, 0.367, -1.952], [1.272, -0.455, -0.315], [0.886, 0.520, 1.070], [0.094, 0.525, -1.003], [-0.598, -0.131, 0.048], [-1.937, -0.696, 1.609], [-0.308, 0.119, 1.087], [-0.470, -0.387, 0.182], [0.236, 0.176, 0.730], [-0.038, 0.107, 0.602], [0.263, -0.646, 0.035], [0.517, -0.193, 0.305], [-0.163, -0.409, 0.291], [0.306, 0.505, -1.434], [-0.265, 0.181, 0.393], [0.659, -0.184, -0.166], [0.475, 0.461, -1.174], [-0.098, -0.561, 0.065], [0.203, -1.791, 1.926], [-1.470, -0.211, -0.870], [0.800, -0.027, 0.052], [-0.641, 1.326, -1.605], [-1.050, -0.241, 0.521], [-0.136, 0.241, -0.140], [-0.069, -0.092, -0.152], [0.191, 0.518, -0.118], [0.579, 0.553, -0.180], [0.988, 1.639, -0.205], [-0.519, -0.250, 0.107], [0.180, -0.286, 0.929], [0.860, -0.988, 0.154], [-0.527, -0.422, 0.140], [-0.058, 0.197, 0.157], [0.764, 0.542, -0.859], [1.319, 0.063, 1.439], [1.262, -0.447, 0.618], [-0.131, 0.966, 1.288], [0.971, 1.155, -0.047], [-0.909, -0.152, -0.204], [0.609, 1.195, -1.005], [-0.756, 0.004, 0.221], [-0.713, 0.233, 0.226], [-0.558, 1.220, 0.325], [-0.407, -2.173, 0.348], [-1.198, 1.048, -0.716], [-0.379, 0.357, -0.794], [-0.343, 0.075, 0.138], [-0.383, 0.272, -0.086], [0.540, 0.018, -0.694], [-0.233, -0.509, 0.309], [-0.158, -1.803, 0.105], [-1.144, 0.202, -0.100], [0.056, 0.289, -0.951], [0.602, -1.073, 0.024], [-0.058, 0.063, 0.121], [0.464, -0.205, -0.706], [0.767, -0.476, 0.356], [-0.236, 0.463, 0.318], [-0.188, 0.585, -0.036], [0.344, -0.088, -0.435], [0.487, -0.566, 0.295], [-0.146, -0.502, -0.453], [0.057, 0.237, -0.004], [0.339, -0.735, -0.051], [-1.264, 1.282, -0.904], [1.402, 0.142, -1.874], [-1.896, -0.405, 1.862], [2.468, -0.235, -0.836], [0.428, -0.852, 1.313], [-0.069, 0.761, -0.073], [1.519, -2.014, -1.564], [1.093, 1.598, 2.236], [0.181, -1.505, -1.041], [-2.556, 0.218, 1.522], [-1.736, 0.196, 1.770], [0.592, -0.982, 1.123], [-0.151, -0.275, -0.134], [-0.225, -0.566, 0.895], [0.622, 0.221, -0.295], [0.338, 0.066, -0.049], [-0.406, 0.386, 0.419], [-1.117, 0.032, -0.153], [-1.123, 0.404, -0.435], [0.279, 0.316, -0.777], [0.084, 0.761, 0.246], [0.772, 0.287, 0.404], [-0.293, 0.147, 0.675], [0.358, -0.969, -0.880], [0.840, 0.418, 0.108], [0.399, 0.155, -0.909], [0.375, 0.079, -0.608], [-0.081, 0.035, -0.414], [0.493, -0.065, -0.220], [-1.267, 0.288, -1.331], [0.639, -0.472, -0.546], [0.951, 0.972, -1.618], [-1.350, -0.294, 0.091], [0.772, 0.247, 2.905], [1.579, 0.059, 1.431], [0.145, -1.419, -0.018], [-0.923, 1.345, 0.682], [-2.188, -0.617, -0.645], [0.641, 0.158, 1.171], [0.020, 0.525, -1.729], [-0.834, -0.546, -0.100], [0.048, -0.146, 0.398], [-0.174, -0.206, 0.521], [-0.339, 0.306, 0.107], [-0.020, -0.421, 0.033], [1.502, 0.282, -0.497], [0.798, -0.263, -1.669], [-1.002, -0.159, -0.144], [-1.506, 0.174, -0.768], [0.191, 0.805, -0.252], [-0.107, 0.197, -0.915], [-0.554, -0.517, -0.224], [-0.067, 0.460, 0.107], [0.167, -0.163, -0.175], [-0.391, 0.005, 0.379], [0.113, -0.748, 0.523], [-0.006, 0.491, -0.106], [0.106, -0.257, 0.154], [-0.547, 0.004, 0.211], [2.475, 0.291, 0.412], [0.604, 0.867, 0.027], [0.116, 1.993, 1.111], [1.302, -0.176, 0.286], [-1.691, -2.238, -1.024], [1.824, 0.305, 1.079], [-2.340, -0.281, 0.732], [1.173, -0.790, -0.703], [-0.591, 0.347, -0.726], [1.242, 1.084, 1.453], [0.029, -0.882, -1.441], [-1.245, 0.550, -0.683], [0.140, -0.263, 0.572], [-0.379, -0.740, -1.224], [-0.349, -0.092, 0.357], [0.132, -0.781, 0.155], [-1.114, -0.249, -0.009], [0.766, 2.185, 0.929], [0.173, 0.040, 0.076], [0.165, 0.046, -0.017], [-0.435, -0.005, -0.515], [0.266, -0.435, 0.064], [0.054, -0.077, -0.073], [-0.517, 0.121, -1.276], [0.461, -0.489, 0.812], [-0.377, 0.109, 0.219], [0.010, 0.269, 0.009], [-0.370, -0.118, 0.084], [0.705, -0.647, -0.502], [0.142, 0.116, 0.159], [0.032, 0.143, 0.013], [1.770, 0.574, 2.555], [0.222, 1.038, 1.238], [0.913, -2.230, -1.982], [-0.755, -0.556, 0.239], [0.747, 0.751, 1.543], [1.017, 1.433, -1.229], [-0.944, -1.091, -1.070], [-2.169, 0.272, -0.541], [-0.757, -0.852, -0.137], [0.038, 0.230, 1.679], [0.366, 1.175, -0.445], [-0.506, 0.277, -0.782], [-0.752, -0.161, -0.672], [-0.168, -0.114, -0.285], [-0.230, 1.226, -0.421], [-0.319, 0.458, 0.693], [0.706, -0.493, 0.055], [-0.292, -0.211, -0.213], [-0.358, 0.034, -0.501], [-0.660, -0.657, 0.668], [-0.086, 0.718, -0.158], [1.253, 0.468, 0.660], [-0.236, -0.468, -0.145], [0.755, 0.498, -0.037], [-0.568, -0.313, -0.243], [-0.017, -0.216, -1.051], [-0.567, -0.197, 0.537], [0.053, -0.337, -0.183], [0.105, -0.381, 0.107], [1.492, -0.869, 0.117]], "charge": 0, "homo_energy_ev": -8.086, "fmax_ha_per_bohr": 0.07188, "homo_lumo_gap_ev": 8.624, "mol_weight_da": 1142.837, "energy_ha": -3577.14835}

Entry 2:
{"formula": "C3H2LiO3Rb", "method": "the ωB97M-V functional and the def2-TZVPD basis", "species": ["C", "C", "O", "Li", "H", "H", "O", "C", "Rb", "O"], "positions_angstrom": [[3.5144, 1.1262, -0.1728], [2.6756, -0.0162, -0.1458], [3.0945, -1.1752, -0.3068], [1.5735, -2.4516, -0.3100], [4.5768, 0.9977, -0.3794], [3.1117, 2.1100, 0.0627], [0.6398, 1.2900, -0.0121], [1.1508, 0.1624, -0.0496], [-2.9136, 0.3850, 0.0303], [0.4717, -0.9083, -0.1198]], "forces_ev_per_angstrom": [[0.248, 0.116, 0.262], [-0.202, 0.085, -0.298], [0.102, -0.209, 0.073], [0.072, 0.758, 0.064], [-0.310, 0.024, 0.073], [0.042, -0.330, -0.180], [0.742, -0.317, 0.194], [-1.528, 1.022, -0.272], [0.602, 0.060, -0.011], [0.232, -1.210, 0.095]], "charge": 1, "spin_multiplicity": 2, "homo_energy_ev": [-12.545, -12.478], "fmax_ha_per_bohr": 0.03614, "homo_lumo_gap_ev": [8.925, 7.788], "mol_weight_da": 178.455, "energy_ha": -372.69703}